Record 1
Below is C39H37BCoGeN4O4S as an isolated structure in a non-equilibrium geometry, with properties calculated with wB97M-V/def2-TZVPD.

As for the spin multiplicity: 5. The expectation value of S² is 6.025. For the frontier orbital gap (spin up / spin down), the calculation gives 4.02 / 7.54 eV. Its total charge is -1. As for the max |F|: 0.079 Eh/bohr. The LUMO energy (spin up / spin down) comes out at 2.39 / 2.39 eV.

The geometry in XYZ format:
```
88
Properties=species:S:1:pos:R:3:forces:R:3:mulliken_spin:R:1
C -2.89245 3.95107 0.20781 -1.11 0.78 -0.79 0.000
H -2.78741 -3.17597 -2.47061 -0.35 0.00 -0.34 0.000
H -1.98674 -1.42511 4.22862 -0.61 0.08 0.25 0.039
C 3.75872 3.79658 -5.50481 0.12 0.99 0.31 0.000
C 1.50000 1.05856 -2.04465 -0.52 0.82 -0.15 0.003
C -4.23230 3.71458 0.48152 -0.18 -0.86 0.63 0.010
H 6.19481 3.21168 -5.00785 0.25 0.20 0.10 0.000
H 3.56903 2.83244 -5.96479 -0.05 -0.13 -0.12 0.000
C -4.69289 0.45906 3.49593 -2.07 -1.11 1.55 0.456
C -3.45910 4.01304 -2.12291 -0.24 0.55 -0.39 -0.002
O 0.73095 0.24281 -1.27922 1.30 -1.03 -0.19 -0.002
H 1.31709 -1.49565 6.25612 -0.50 -0.24 -0.49 0.001
Co -0.48518 0.58283 2.15166 0.91 0.11 -1.72 2.866
H 1.64939 -6.67171 -0.89715 0.19 -0.08 0.04 0.000
C -1.63591 -2.53323 -0.81461 -1.26 -1.06 0.78 -0.012
C 5.60133 2.79601 -4.19368 -0.24 -0.78 -0.96 0.000
C 2.85576 1.03158 -1.68178 -1.06 -0.91 0.94 -0.003
N -4.15883 1.26280 2.56635 2.23 1.89 -1.39 0.045
S -1.76534 3.53872 1.45634 0.35 -1.88 0.24 0.014
H 3.26227 -2.95174 1.96774 -0.29 -0.61 -0.41 -0.001
B 1.65919 -0.33266 -0.30538 -0.58 3.82 -1.19 -0.021
C 4.31368 3.60337 -4.05802 -0.53 -0.31 -0.25 0.000
C 1.10075 -0.50079 1.05668 0.02 -0.05 2.03 0.058
N -5.55503 3.18477 -2.85038 -1.65 -0.50 -1.92 0.001
C -2.86104 1.15146 2.40319 -1.49 0.38 0.14 0.074
H -6.37578 2.62390 -2.71427 0.03 0.03 0.30 0.000
C -3.57658 -4.03124 -0.63939 0.68 0.43 0.93 0.001
H -0.07793 2.00761 -3.14959 0.77 0.17 -0.01 0.000
H 3.78543 -6.99507 0.42089 -0.49 0.62 0.35 0.000
H -4.36625 -4.65802 -1.05564 0.30 0.28 -0.09 0.001
H 3.71027 5.64990 -3.52695 0.45 -0.61 0.19 0.000
C -1.41176 -2.64929 0.57567 0.89 0.86 -1.28 -0.003
C 3.79380 1.91116 -2.15540 -0.70 0.67 -1.42 0.000
H 5.45410 5.43835 -3.79595 -0.01 0.02 -0.25 0.000
H 1.65805 3.48458 -4.30631 -0.21 0.07 -0.10 0.000
H -0.18454 -4.73646 2.83225 0.01 0.00 -0.33 0.001
H -4.53104 3.54783 1.51111 0.09 -0.07 -0.03 -0.003
H -5.20650 3.15605 -3.79014 0.21 0.02 0.05 0.000
C -2.55621 4.26276 -1.11504 0.94 -0.78 0.21 0.004
H 0.59343 -3.82242 6.92941 0.13 0.02 -0.16 0.000
H 4.77437 4.81403 -2.28750 -0.46 0.15 -1.43 0.000
C -3.99119 -0.53705 4.20435 -0.81 -0.14 0.27 -0.110
C 1.32058 -4.67454 -0.22927 -0.22 -0.07 -0.38 0.000
H -6.14368 3.05434 -0.23342 0.26 0.27 -0.15 -0.001
C 3.19558 -6.06416 0.51413 -0.62 0.40 -0.30 -0.001
H -4.45535 -1.18265 4.97425 0.24 0.56 -0.64 -0.008
H 1.06875 -0.75032 3.90589 -0.01 -0.84 0.07 0.000
H -1.01680 -1.87339 -1.39767 0.30 -0.13 -0.34 -0.001
H 4.42588 -5.04634 1.98958 0.68 -0.23 0.09 0.000
C 0.44003 -2.70174 3.18197 -0.41 0.47 -1.69 -0.008
C -3.39803 -3.98312 0.75245 -0.74 -0.34 0.38 -0.016
C 2.90863 -3.77213 1.30966 -0.92 0.24 0.19 0.003
C 1.96988 2.79630 -3.54266 0.80 0.46 0.57 0.000
C 0.57640 -3.51196 5.88992 0.51 1.15 -1.24 -0.002
C 2.02335 -5.89090 -0.24394 0.57 0.37 -0.14 0.000
C 0.91706 -2.18905 5.49639 0.05 -0.73 0.77 0.006
C -4.75118 3.52464 -1.84174 1.36 0.52 1.25 0.004
C -2.69786 -0.67868 3.85607 0.50 -2.31 1.63 0.282
H -3.14907 4.22359 -3.15925 -0.31 -0.23 0.47 0.000
H 2.81673 4.38777 -5.51266 0.67 -0.36 -0.05 0.000
H 1.92707 -0.45397 1.79239 -0.04 -0.31 -0.25 0.008
H 4.83083 1.86170 -1.87655 0.11 -0.07 0.23 0.000
N -2.14317 0.13519 2.96215 1.78 1.02 -1.25 0.227
N -1.96074 1.87912 1.62013 0.57 1.24 -0.22 0.063
H -2.35937 -3.15234 2.44162 0.22 -0.28 -0.25 -0.001
C 3.60432 -4.97881 1.31129 -0.49 0.15 -0.57 0.002
C 0.83469 -1.81076 4.15123 0.34 1.06 0.96 0.029
H 0.02960 -5.42964 5.03631 -0.04 -0.13 0.43 0.000
Ge 0.39902 -2.24456 1.22259 -0.15 -0.53 1.34 -0.095
H 5.36742 1.74228 -4.52537 0.25 0.96 0.65 0.000
H -1.53943 4.55433 -1.40134 -0.34 -0.16 0.38 0.000
C 1.00555 1.98586 -2.94196 0.17 -0.65 0.10 0.000
H -5.74890 0.64238 3.68592 0.11 -0.19 0.08 0.050
C 4.56159 4.94096 -3.40566 0.50 1.03 1.54 0.000
O -0.46102 3.67029 0.82474 -0.46 0.26 0.91 0.002
H 6.18338 2.81121 -3.28250 0.20 -0.21 0.17 0.000
O -2.11584 4.21123 2.69230 0.40 -0.13 -0.67 0.006
C 3.33936 2.82820 -3.16791 -1.23 -1.70 -0.43 0.000
C 0.12076 -3.98771 3.54611 0.39 -0.31 0.32 0.002
H 4.49730 4.36122 -6.12889 -0.46 -0.46 0.53 0.000
C -2.71897 -3.22970 -1.39946 0.77 0.31 0.21 0.000
C 1.68963 -3.60972 0.58344 0.86 -0.64 0.61 0.004
O 2.97427 0.07153 -0.67691 0.03 -0.11 -0.01 -0.002
C -5.15461 3.43314 -0.50501 0.06 0.19 -0.27 -0.004
H 0.47496 -4.50949 -0.91784 0.17 -0.49 0.57 0.000
C 0.25205 -4.38844 4.85478 -0.59 -0.53 0.86 -0.004
C -2.37735 -3.23765 1.35402 -0.65 -0.89 0.22 0.040
H -4.05573 -4.57459 1.42701 0.33 0.58 -0.64 -0.003
```
Positions in Å, forces in eV/Å.

Record 2
Below is C3H7NO as an isolated structure in a non-equilibrium geometry, with properties calculated with wB97M-V/def2-TZVPD.

As for the spin multiplicity: 3. The expectation value of S² is 2.008. As for the energy above the lowest of the compared OMol25 structures with the same formula, charge and spin: 216.77 kJ/mol. For the frontier orbital gap (spin up / spin down), the calculation gives 6.63 / 9.15 eV. As for the max |F|: 0.182 Eh/bohr. The LUMO energy (spin up / spin down) comes out at 1.09 / -0.98 eV.

The geometry in XYZ format:
```
12
Properties=species:S:1:pos:R:3:forces:R:3:nbo_charge:R:1
H 0.31820 -0.72401 -1.65155 -2.35 2.13 3.33 0.136
H -2.11905 0.85072 0.12876 0.44 0.14 -0.70 0.242
H -1.51479 1.14500 -1.53087 -0.14 2.60 -1.87 0.221
H 1.60043 -1.15755 1.59961 -0.36 -1.51 1.95 0.195
H -2.41692 -0.17411 -1.18040 -2.26 -2.52 -1.40 0.220
N 0.33561 0.02520 0.47467 5.92 -0.28 4.96 -0.086
C -1.70677 0.44064 -0.81821 1.35 0.74 3.55 -0.692
O -0.06102 0.76550 1.39839 -2.25 2.53 1.88 -0.316
C -0.41025 -0.17159 -0.57758 -0.32 -4.53 -8.21 0.075
H 2.10696 -0.92005 0.08149 1.90 -1.27 -2.87 0.191
C 1.69264 -0.44132 0.86401 -3.98 -1.02 -1.68 -0.393
H 2.17497 0.36157 1.21167 2.05 2.99 1.06 0.207
```
Positions in Å, forces in eV/Å.

Record 3
Below is C2H3CdLiO as an isolated structure in a non-equilibrium geometry, with properties calculated with wB97M-V/def2-TZVPD.

As for the spin multiplicity: 2. The expectation value of S² is 1.475. As for the energy above the lowest of the compared OMol25 structures with the same formula, charge and spin: 34.76 kJ/mol. For the frontier orbital gap (spin up / spin down), the calculation gives 6.81 / 6.68 eV. Its total charge is +1. As for the max |F|: 0.132 Eh/bohr. The LUMO energy (spin up / spin down) comes out at -5.39 / -6.15 eV.

The geometry in XYZ format:
```
8
Properties=species:S:1:pos:R:3:forces:R:3:nbo_charge:R:1
C 0.14788 0.95715 0.50534 -0.34 -0.39 -0.13 -1.089
H 1.12512 1.42591 0.27114 -0.21 -0.49 -0.07 0.186
Cd -1.03168 -1.13353 1.09287 0.35 0.62 0.03 0.796
H -1.27908 -0.77974 -1.73057 0.04 0.68 -0.62 0.155
H -0.62013 1.70948 0.25153 0.20 -0.46 0.24 0.193
Li 1.45250 0.06371 2.23986 -0.20 0.35 -0.40 0.958
O 0.40795 -1.65137 -1.11557 -2.54 5.11 -2.16 -0.546
C -0.20255 -0.59163 -1.51461 2.70 -5.41 3.11 0.347
```
Positions in Å, forces in eV/Å.

Record 4
Below is one molecule with the formula Cl8Si3 in a non-equilibrium geometry, with properties calculated with wB97M-V/def2-TZVPD.

For the frontier orbital gap, the calculation gives 8.27 eV. As for the max |F|: 0.125 Eh/bohr. The LUMO energy comes out at -1.31 eV.

The geometry in XYZ format:
```
11
Properties=species:S:1:pos:R:3:forces:R:3:nbo_charge:R:1
Si -1.19316 -0.41783 1.26014 -1.31 -0.07 1.40 0.991
Cl -0.87079 -2.09060 -2.24281 0.49 0.85 1.12 -0.296
Cl 3.30746 -0.80487 -0.72401 -1.42 0.73 0.00 -0.348
Cl -3.22410 -0.03869 1.43642 0.48 -0.15 -0.32 -0.340
Cl -1.71093 1.06142 -2.03692 0.73 -0.63 0.83 -0.320
Si -0.58412 -0.40183 -1.02099 -0.16 0.44 -0.83 0.653
Si 1.63398 0.51533 -0.62160 1.88 0.68 0.00 1.002
Cl -0.28559 1.00405 2.44042 -5.05 -1.19 1.87 -0.319
Cl -0.83154 -2.19309 2.23438 0.10 0.16 -0.50 -0.331
Cl 1.97294 2.01037 -2.08439 -0.29 -0.91 1.02 -0.346
Cl 1.78585 1.35573 1.35936 4.53 0.07 -4.58 -0.344
```
Positions in Å, forces in eV/Å.